Below is a cluster of 2 separate species, C4H12NO3 in total, with properties calculated with ωB97M-V/def2-TZVPD.

XYZ file:
```
20
Properties=species:S:1:pos:R:3:mulliken_charge:R:1
O -1.808 -0.797 -2.514 -0.725
O 0.153 2.665 -0.358 -0.412
O 1.942 -1.170 2.801 -0.551
N 0.549 -0.224 -0.978 -0.738
C 0.460 0.373 0.389 -0.307
C 0.063 -0.738 1.380 -0.354
C 1.257 -1.535 1.847 -0.428
C -0.442 1.601 0.363 -0.560
H 1.481 -2.437 1.257 0.518
H -0.638 1.866 1.401 0.367
H 1.065 -1.153 -0.897 0.627
H 0.576 3.269 0.261 0.305
H -2.693 -1.049 -2.233 0.312
H 1.115 0.340 -1.613 0.518
H -1.703 -1.100 -3.422 0.296
H -0.653 -1.427 0.929 0.239
H 1.461 0.729 0.636 -0.181
H -1.410 1.381 -0.093 0.279
H -0.392 -0.262 2.250 0.413
H -0.386 -0.333 -1.406 0.382
```

Properties
- HOMO energy (alpha / beta) (eV) = -3.4696 / -8.2749
- ΔE to the lowest compared entry with this formula, charge and spin (kJ/mol) = 111.23
- Kohn-Sham gap (alpha / beta) (eV) = 3.6 / 8.2
- spin multiplicity = 2

=====

Below is a cluster of 2 separate species, C5H8S in total in a non-equilibrium geometry, with properties calculated with ωB97M-V/def2-TZVPD.

XYZ file:
```
14
Properties=species:S:1:pos:R:3:mulliken_charge:R:1
S -0.039 -1.382 1.156 -0.014
C -1.002 -1.607 -1.307 -0.193
C 1.468 -0.598 1.767 -0.886
C -1.999 -2.079 -1.870 -0.236
C -0.965 1.584 -0.437 -0.944
C -0.059 -0.959 -0.506 -0.356
H 2.461 -0.786 1.213 0.283
H 1.772 -0.890 2.770 0.340
H -2.488 -2.734 -2.533 0.392
H 0.853 -0.749 -1.170 0.325
H -0.760 1.429 0.588 0.371
H 1.405 0.427 1.661 0.311
H -0.442 1.996 -1.259 0.352
H -2.070 1.606 -0.650 0.255
```

Properties
- HOMO energy (alpha / beta) (eV) = -8.3290 / -7.4062
- ΔE to the lowest compared entry with this formula, charge and spin (kJ/mol) = 549.63
- Kohn-Sham gap (alpha / beta) (eV) = 8.0 / 7.8

=====

Below is a structure of composition C42H36BrN6O7Ru, with properties calculated with ωB97M-V/def2-TZVPD.

XYZ file:
```
93
Properties=species:S:1:pos:R:3:mulliken_charge:R:1
Ru 0.204 0.925 -0.247 1.059
Br -2.795 0.481 0.006 0.220
O -2.802 -4.314 1.816 -0.678
O 1.636 0.232 1.129 -0.379
O 3.162 -1.413 2.299 -0.911
O 1.566 1.166 -4.637 -0.738
O 0.139 0.996 -2.492 -0.021
O 0.757 -2.395 3.312 -0.510
O -2.086 1.109 -2.620 -0.753
N 2.271 1.947 -0.897 1.500
N -0.235 -1.429 -0.726 0.932
N -0.765 -4.073 2.738 -0.039
N 2.385 3.166 -0.742 -1.242
N 0.386 0.852 3.037 -0.377
N -0.679 0.698 2.176 0.482
C -2.018 1.204 -5.408 -0.607
C 4.590 -0.603 4.007 -0.915
C -1.361 -3.140 -1.946 -1.203
C -0.734 1.262 -7.424 -0.292
C -6.126 -2.469 -0.440 -1.040
C -7.358 -2.086 1.585 -0.642
C -1.143 5.260 -0.004 -0.693
C 4.266 1.595 4.934 -0.807
C 2.808 0.803 3.174 -0.111
C 3.203 1.792 4.069 -0.638
C -0.476 -2.107 0.402 -0.500
C -1.168 3.868 0.049 -0.142
C 4.660 1.587 -0.477 -0.329
C 5.706 -0.392 -1.357 -0.430
C -1.973 1.250 -6.787 -0.694
C -0.851 1.166 -4.644 -0.010
C -1.676 -3.797 -0.770 -0.675
C 1.150 3.825 -0.472 0.466
C 0.038 5.935 -0.281 -0.582
C -0.982 1.102 -3.154 0.520
C 3.516 -0.400 3.148 0.787
C -0.024 3.112 -0.181 0.111
C 1.197 5.213 -0.510 -0.427
C 3.466 1.194 -1.069 0.264
C -6.204 -1.625 2.195 -0.407
C 0.436 1.231 -6.692 -0.699
C -5.005 -1.556 1.487 0.302
C 3.375 0.009 -1.786 -0.013
C -7.322 -2.507 0.263 -0.401
C 5.780 0.786 -0.623 -0.727
C 0.614 -3.701 2.787 -0.723
C -1.655 -3.922 1.716 -0.356
C -3.806 -1.067 2.186 -0.997
C 4.506 -0.777 -1.941 -1.150
C -4.974 -1.996 0.166 0.281
C -1.688 0.047 2.591 -0.776
C 4.957 0.389 4.898 -0.387
C 1.626 1.050 2.263 0.631
C -0.651 -1.951 -1.879 -0.453
C -1.205 -3.283 0.433 0.520
C -2.837 -0.260 1.746 0.786
C 0.391 1.186 -5.298 0.481
H -3.705 -1.388 3.220 0.421
H 1.667 -2.107 3.096 0.286
H -2.104 3.371 0.274 0.322
H -4.042 -1.989 -0.383 0.233
H -2.287 -4.690 -0.764 0.506
H -6.228 -1.308 3.231 0.421
H 2.657 2.729 4.079 0.505
H 2.137 5.704 -0.728 0.465
H -8.221 -2.873 -0.215 0.389
H 4.449 -1.694 -2.513 0.429
H 6.584 -1.014 -1.467 0.419
H 1.334 1.158 -3.682 0.241
H 5.794 0.225 5.565 0.409
H 2.582 -0.978 1.611 0.192
H -8.285 -2.124 2.143 0.379
H -2.887 1.280 -7.364 0.416
H -6.089 -2.813 -1.466 0.412
H 2.427 -0.278 -2.224 0.318
H -2.960 1.197 -4.876 0.445
H -0.099 -1.663 1.315 0.632
H -1.706 -0.369 3.600 0.356
H 1.405 1.247 -7.172 0.428
H -0.427 -1.379 -2.770 0.397
H 1.639 2.106 1.962 -0.014
H 0.479 0.053 3.661 0.490
H 4.690 2.501 0.100 0.495
H -2.051 5.821 0.177 0.427
H -1.687 -3.517 -2.905 0.493
H -1.191 -4.420 3.584 0.299
H 6.712 1.075 -0.155 0.406
H 4.557 2.374 5.625 0.421
H 1.040 -3.763 1.783 0.448
H 0.053 7.016 -0.320 0.378
H 1.133 -4.420 3.425 0.413
H 5.123 -1.543 3.954 0.480
H -0.681 1.299 -8.505 0.376
```

Properties
- HOMO energy (alpha / beta) (eV) = -7.5815 / -8.1668
- ΔE to the lowest compared entry with this formula, charge and spin (kJ/mol) = 0.00
- Kohn-Sham gap (alpha / beta) (eV) = 7.1 / 6.8
- spin multiplicity = 6

=====

Below is a structure of composition C4H11NO in a non-equilibrium geometry, with properties calculated with ωB97M-V/def2-TZVPD.

XYZ file:
```
17
Properties=species:S:1:pos:R:3:mulliken_charge:R:1
O -1.802 1.254 1.540 -0.697
N 1.776 -1.179 -0.880 -0.536
C -1.172 -0.279 -0.910 -1.424
C -0.303 0.647 -0.109 0.706
C 1.552 0.007 -0.132 -0.770
C -0.163 0.487 1.292 -0.775
H 0.405 1.223 1.848 0.346
H -2.482 0.564 1.559 0.239
H 1.505 -2.021 -0.387 0.242
H -0.783 -0.404 -1.927 0.379
H 1.927 0.880 -0.664 0.349
H 2.116 -0.044 0.798 0.433
H 1.354 -1.169 -1.800 0.249
H -0.254 1.665 -0.485 0.314
H -1.254 -1.265 -0.449 0.268
H -2.173 0.146 -1.001 0.392
H -0.250 -0.513 1.707 0.285
```

Properties
- HOMO energy (eV) = -7.8590
- ΔE to the lowest compared entry with this formula, charge and spin (kJ/mol) = 381.24
- Kohn-Sham gap (eV) = 8.7

=====

Below is a cluster of 2 separate species, C10H16 in total in a non-equilibrium geometry, with properties calculated with ωB97M-V/def2-TZVPD.

XYZ file:
```
26
Properties=species:S:1:pos:R:3:mulliken_charge:R:1
C 1.130 -1.602 0.307 0.773
C -0.234 -1.489 2.267 -0.285
C -1.215 -1.906 0.141 -0.373
C -1.377 -1.746 1.502 -0.601
C -0.421 1.661 -0.622 0.758
C 2.479 -1.318 -0.324 -1.468
C -0.940 2.788 0.291 -1.183
C 0.051 -2.053 -0.434 -0.481
C 1.027 -1.474 1.700 -0.530
C -0.702 1.883 -2.103 -1.360
H -1.748 1.848 -2.377 0.326
H -0.785 0.685 -0.285 -0.224
H -0.093 1.181 -2.676 0.342
H 0.244 -2.467 -1.413 0.382
H -0.279 -1.432 3.345 0.374
H 2.562 -0.248 -0.229 0.316
H -1.956 2.704 0.681 0.316
H 2.454 -1.430 -1.414 0.364
H 1.920 -1.241 2.266 0.389
H -2.362 -1.535 1.897 0.364
H -2.064 -1.986 -0.520 0.368
H 3.301 -1.902 0.069 0.383
H -1.068 3.672 -0.335 0.314
H -0.234 2.932 1.096 0.327
H -0.345 2.887 -2.350 0.381
H 0.656 1.586 -0.479 0.028
```

Properties
- HOMO energy (eV) = -9.0359
- ΔE to the lowest compared entry with this formula, charge and spin (kJ/mol) = 80.59
- Kohn-Sham gap (eV) = 10.0
- SMILES = Cc1ccccc1.CCC

=====

no.,total energy (Ha)
1,-439.9488
2,-593.2789
3,-5146.1280
4,-288.8718
5,-390.6052